Record 1
{
  "formula": "C3H2O2Sc",
  "method": "the ωB97M-V functional and the def2-TZVPD basis",
  "homo_lumo_gap_ev": [6.75, 7.08],
  "e_homo_ev": [-11.93, -13.20],
  "total_energy_ev": -27926.79331,
  "lumo_energy_ev": [-5.18, -6.12],
  "charge": 1,
  "e_above_lowest_ev": 0.0000,
  "symbols": ["Sc", "O", "O", "C", "C", "C", "H", "H"],
  "coordinates": [[-1.330, 0.816, -2.561], [-0.987, -0.179, 1.736], [1.565, -1.777, 0.127], [1.300, -0.728, 0.518], [-0.198, 0.752, 1.568], [1.078, 0.535, 0.923], [-0.414, 1.789, 1.889], [1.835, 1.300, 0.754]],
  "forces_ev_per_a": [[0.017, -0.062, 0.163], [0.449, 1.229, -0.238], [-0.501, 0.871, 0.442], [0.914, -0.376, -0.354], [-0.783, -1.009, 0.356], [0.084, -0.067, -0.509], [-0.051, -0.248, 0.040], [-0.129, -0.338, 0.099]],
  "nbo_charge": [0.9946, -0.5603, -0.3709, 0.8201, 0.3724, -0.6932, 0.1483, 0.2891]
}



Record 2
{
  "formula": "C4H13NO",
  "method": "the ωB97M-V functional and the def2-TZVPD basis",
  "homo_lumo_gap_ev": [10.16, 4.87],
  "e_homo_ev": [-13.49, -13.49],
  "total_energy_ev": -7887.32726,
  "spin_multiplicity": 2,
  "lumo_energy_ev": [-3.33, -8.62],
  "charge": 1,
  "e_above_lowest_ev": 0.7671,
  "symbols": ["O", "N", "C", "C", "C", "C", "H", "H", "H", "H", "H", "H", "H", "H", "H", "H", "H", "H", "H"],
  "coordinates": [[3.091, -1.037, -5.229], [-0.814, -0.653, 2.884], [0.364, 0.241, -0.554], [-0.184, 0.573, 0.833], [-1.361, 1.518, 0.772], [-0.686, -0.826, 1.490], [-2.214, 1.013, 0.315], [0.638, 0.847, 1.507], [3.387, -1.452, -4.411], [2.540, -1.754, -5.575], [-0.254, 0.128, 3.228], [-1.760, -0.639, 3.267], [-0.491, 0.070, -1.208], [0.891, -0.714, -0.575], [-1.589, -1.147, 0.989], [-1.141, 2.372, 0.126], [-1.588, 1.972, 1.735], [0.135, -1.525, 1.312], [1.036, 1.012, -0.907]],
  "forces_ev_per_a": [[-0.315, -0.649, 0.279], [-1.129, 1.423, -1.155], [-0.517, -0.914, 0.303], [0.636, -0.733, 0.009], [0.307, 0.586, 0.082], [0.256, 0.106, 0.176], [-0.140, 0.085, 0.235], [-0.157, 0.491, -0.222], [0.319, 0.310, 0.101], [-0.003, 0.327, -0.375], [0.463, -0.610, 0.617], [0.147, -0.376, 0.245], [0.112, 0.421, -0.352], [0.314, 0.156, 0.156], [-0.261, -0.448, 0.271], [0.201, -0.160, -0.112], [-0.361, -0.270, 0.119], [0.260, 0.002, -0.189], [-0.135, 0.251, -0.186]],
  "nbo_charge": [-0.9244, -0.3287, -0.6189, -0.1325, -0.6420, -0.2682, 0.2284, 0.2072, 0.4590, 0.4656, 0.4104, 0.4171, 0.2248, 0.2203, 0.2456, 0.2620, 0.2220, 0.2939, 0.2584]
}